Entry 1:
A cluster of 5 separate species, H10O5 in total. Source: OMol25; level of theory: the ωB97M-V functional and the def2-TZVPD basis.

Each atom is followed by the atoms it is bonded to, with distances in Å.
Cartesian coordinates (Å):
1 O 16.9458 17.2544 25.8634  H2 0.963, H3 0.963
2 H 17.3048 17.0920 24.9847  O1 0.963
3 H 16.0069 17.4078 25.7146  O1 0.963
4 O 14.0745 13.0174 22.5375  H5 0.966, H6 0.969
5 H 14.7975 12.8312 23.1511  O4 0.966
6 H 14.5021 13.1119 21.6735  O4 0.969
7 O 14.0145 15.8797 23.3639  H8 0.964, H9 0.972
8 H 13.8965 15.9320 24.3196  O7 0.964
9 H 13.9624 14.9311 23.1571  O7 0.972
10 O 15.4293 18.3187 22.4947  H11 0.962, H12 0.972
11 H 16.2790 17.9224 22.2794  O10 0.962
12 H 14.8849 17.5778 22.8102  O10 0.972
13 O 11.3120 13.0619 21.8223  H14 0.973, H15 0.962
14 H 12.2736 13.0230 21.9636  O13 0.973
15 H 10.9887 13.6701 22.4943  O13 0.962

The calculation puts the energy above the lowest of the compared OMol25 structures with the same formula, charge and spin at 101.2 kJ/mol. The value obtained for the calculated total energy is -382.18563 Eh. The gap between HOMO and LUMO is 0.40721 Ha. The SMILES is O.O.O.O.O.



Entry 2:
The molecule C6H14O. Source: OMol25; level of theory: the ωB97M-V functional and the def2-TZVPD basis.

Each atom is followed by the atoms it is bonded to, with distances in Å.
Cartesian coordinates (Å):
1 C -3.6518 0.2461 0.3271  C2 1.527, H8 1.096, H9 1.093, H10 1.094
2 C -2.4043 -0.5108 -0.1240  C1 1.527, C3 1.524, H11 1.095, H12 1.099
3 C -1.1718 0.3845 -0.0887  C2 1.524, O4 1.406, H13 1.106, H14 1.105
4 O -0.0321 -0.4265 0.0509  C3 1.406, C5 1.406
5 C 1.1824 0.2777 -0.0168  O4 1.406, C6 1.520, H15 1.105, H16 1.105
6 C 2.3298 -0.7187 -0.0055  C5 1.520, C7 1.527, H17 1.097, H18 1.097
7 C 3.6815 -0.0196 -0.1269  C6 1.527, H19 1.096, H20 1.097, H21 1.095
8 H -3.6538 1.2774 -0.0445  C1 1.096
9 H -4.5774 -0.2286 -0.0086  C1 1.093
10 H -3.6797 0.2962 1.4195  C1 1.094
11 H -2.2138 -1.3604 0.5399  C2 1.095
12 H -2.5193 -0.9319 -1.1322  C2 1.099
13 H -1.2360 1.1128 0.7409  C3 1.106
14 H -1.1101 0.9781 -1.0192  C3 1.105
15 H 1.2728 0.9798 0.8320  C5 1.105
16 H 1.2250 0.8807 -0.9416  C5 1.105
17 H 2.1849 -1.4196 -0.8365  C6 1.097
18 H 2.2811 -1.3099 0.9171  C6 1.097
19 H 3.8812 0.6151 0.7444  C7 1.096
20 H 3.7114 0.6192 -1.0180  C7 1.097
21 H 4.5000 -0.7416 -0.2092  C7 1.095

The calculation puts the energy above the lowest of the compared OMol25 structures with the same formula, charge and spin at 63.5 kJ/mol. The value obtained for the calculated total energy is -312.23085 Eh. The gap between HOMO and LUMO is 0.40168 Ha. The SMILES is CCCOCCC.



Entry 3:
The molecule C3H7NO2. Source: OMol25; level of theory: the ωB97M-V functional and the def2-TZVPD basis.

Each atom is followed by the atoms it is bonded to, with distances in Å.
Cartesian coordinates (Å):
1 N -1.2090 1.3136 0.1210  C2 1.430, H7 1.016, H8 1.015
2 C -0.4424 0.1616 -0.2384  N1 1.430, O3 1.397, C4 1.503, C5 1.504
3 O -1.1487 -0.8402 -0.9076  C2 1.397, H9 0.971
4 C 0.9949 0.4189 -0.5940  C2 1.503, C5 1.504, H10 1.087, H11 1.087
5 C 0.6533 -0.2841 0.6910  C2 1.504, C4 1.504, O6 1.407, H12 1.089
6 O 0.9885 -1.6505 0.6979  C5 1.407, H13 0.965
7 H -1.0864 2.0419 -0.5772  N1 1.016
8 H -2.1955 1.0732 0.1397  N1 1.015
9 H -0.7819 -1.6754 -0.5743  O3 0.971
10 H 1.3726 1.4376 -0.5518  C4 1.087
11 H 1.4108 -0.2204 -1.3686  C4 1.087
12 H 0.7580 0.2552 1.6314  C5 1.089
13 H 0.6858 -2.0314 1.5308  O6 0.965

The calculation puts the energy above the lowest of the compared OMol25 structures with the same formula, charge and spin at 207.0 kJ/mol. The value obtained for the calculated total energy is -323.70211 Eh. The gap between HOMO and LUMO is 0.35029 Ha. The SMILES is N[C@@]1(O)C[C@@H]1O.



Entry 4:
A cluster of 2 separate species, C11H22B2 in total at a distorted geometry. Source: OMol25; level of theory: the ωB97M-V functional and the def2-TZVPD basis.

Each atom is followed by the atoms it is bonded to, with distances in Å.
Cartesian coordinates (Å):
1 B -0.7787 0.2736 -1.5518  C4 1.764, C11 1.625
2 B 1.9321 -0.4205 1.2302  C8 1.548, C12 1.525, C13 1.703
3 C -1.9963 2.6077 -2.4925  C4 1.319, H14 1.106, H15 1.073
4 C -0.9351 1.8380 -2.3510  B1 1.764, C3 1.319, C10 1.516
5 C -1.7638 -0.8043 2.4660  C6 1.513, C7 1.578, H16 1.136, H17 1.023
6 C -0.3158 -0.4879 2.7685  C5 1.513, C8 1.483, H18 1.114, H19 1.194
7 C -1.8122 -1.4889 1.0455  C5 1.578, C9 1.524, H20 1.112, H21 1.063
8 C 0.4051 -0.3770 1.4773  B2 1.548, C6 1.483, C9 1.518, H22 1.113
9 C -0.4498 -1.1234 0.4695  C7 1.524, C8 1.518, H23 1.131
10 C 0.5039 1.9383 -2.8161  C4 1.516, H24 1.065, H25 1.046, H26 1.082
11 C -1.4903 -0.9742 -2.3106  B1 1.625, H27 1.150, H28 1.062, H29 1.074
12 C 2.5319 -0.6118 -0.1585  B2 1.525, H30 1.119, H31 1.014, H32 1.089
13 C 2.9667 0.2507 2.4041  B2 1.703, H33 1.156, H34 1.110, H35 1.114
14 H -2.9200 2.2392 -2.0088  C3 1.106
15 H -2.0452 3.4294 -3.1806  C3 1.073
16 H -2.1669 -1.5341 3.2372  C5 1.136
17 H -2.3367 0.0304 2.3173  C5 1.023
18 H -0.2363 0.5148 3.2469  C6 1.114
19 H 0.2654 -1.3530 3.3506  C6 1.194
20 H -1.8014 -2.5968 1.1385  C7 1.112
21 H -2.5857 -1.2348 0.3619  C7 1.063
22 H 0.1979 0.6680 1.1562  C8 1.113
23 H -0.0019 -2.0360 -0.0256  C9 1.131
24 H 0.5344 1.2754 -3.6487  C10 1.065
25 H 1.0862 1.5877 -2.0204  C10 1.046
26 H 0.5982 2.9392 -3.2160  C10 1.082
27 H -0.8109 -1.7806 -2.7705  C11 1.150
28 H -2.1951 -0.5731 -2.9958  C11 1.062
29 H -2.0089 -1.5976 -1.6058  C11 1.074
30 H 3.6288 -0.8222 -0.2269  C12 1.119
31 H 2.4361 0.3346 -0.5094  C12 1.014
32 H 1.9774 -1.3167 -0.7757  C12 1.089
33 H 3.4019 1.2815 2.1123  C13 1.156
34 H 3.8236 -0.4398 2.5499  C13 1.110
35 H 2.3616 0.3640 3.3327  C13 1.114

The calculation puts the energy above the lowest of the compared OMol25 structures with the same formula, charge and spin at 431.0 kJ/mol. The value obtained for the calculated total energy is -481.79854 Eh. The gap between HOMO and LUMO is 0.28325 Ha.



- Which formula does entry 4 have?
  C11H22B2